1.
This record from the OMol25 dataset describes a structure of composition C56H67CrN3O2P2Si2Te in a non-equilibrium geometry. The level of theory is ωB97M-V/def2-TZVPD.

Results
HOMO-LUMO gap (alpha / beta): 7.148 / 7.784 eV
charge: +3
highest occupied orbital energy (alpha / beta): -15.52 / -15.16 eV
spin multiplicity: 2

Atoms and positions in Å:
Cr -1.58057 -0.40442 -0.77046
C -3.24645 -0.28605 -3.94217
Si -1.42762 0.13970 -4.05215
C -0.55228 -0.74841 -5.42852
C -1.24305 1.99577 -4.20466
N -0.73644 -0.35028 -2.48226
P 0.78425 -0.33898 -1.85760
C 0.17761 -0.40843 -0.21498
P 0.50999 -0.63726 1.47303
N -1.03720 -0.53250 2.16894
Si -1.62482 0.06963 3.80684
C -3.23908 -0.81296 4.12793
C -1.91296 1.90646 3.73765
C -0.29782 -0.38977 5.01106
C 1.56065 0.65750 2.10820
C 2.88665 0.44054 2.48228
C 3.66721 1.51230 2.89152
C 3.13405 2.79184 2.92115
C 1.81960 3.01583 2.52544
C 1.03525 1.95311 2.11736
C 1.24521 -2.22596 1.81036
C 1.75952 -2.52687 3.07515
C 2.36939 -3.75026 3.29618
C 2.48922 -4.66635 2.25836
C 1.97050 -4.37539 1.00511
C 1.33306 -3.16467 0.78400
C 1.79842 -1.72632 -2.32954
C 3.18718 -1.64586 -2.22076
C 3.96547 -2.75532 -2.51246
C 3.36106 -3.93891 -2.91010
C 1.97684 -4.02367 -3.01273
C 1.19609 -2.91774 -2.72382
C 1.66747 1.15077 -2.25844
C 2.30187 1.24947 -3.49911
C 2.86504 2.45509 -3.88444
C 2.80552 3.55268 -3.03514
C 2.18131 3.45388 -1.79854
C 1.60699 2.25446 -1.40899
H -3.79967 0.12959 -4.78556
H -3.69582 0.14020 -3.03924
H -3.43327 -1.35667 -3.94347
H -1.19442 -0.81255 -6.30891
H -0.25994 -1.76164 -5.15001
H 0.34670 -0.20898 -5.73168
H -1.03330 2.27640 -5.23811
H -0.41726 2.38508 -3.60520
H -2.16328 2.51987 -3.93228
H -4.02515 -0.08618 4.33525
H -3.14894 -1.44900 5.01056
H -3.58932 -1.43992 3.30927
H -2.23660 2.25523 2.75501
H -1.02501 2.47029 4.02186
H -2.70195 2.16084 4.44800
H -0.18958 -1.46973 5.11815
H -0.59039 0.00687 5.98638
H 0.66968 0.05364 4.77202
H 3.32004 -0.54883 2.44023
H 4.69426 1.34622 3.18422
H 3.74616 3.62150 3.24738
H 1.41233 4.01744 2.53790
H 0.01447 2.12817 1.80040
H 1.69800 -1.81288 3.88367
H 2.76850 -3.98179 4.27364
H 2.99004 -5.60950 2.43113
H 2.05411 -5.09051 0.19731
H 0.90898 -2.95394 -0.18648
H 3.66195 -0.72195 -1.91526
H 5.04195 -2.69308 -2.43986
H 3.97252 -4.79778 -3.15111
H 1.51167 -4.94826 -3.32311
H 0.11901 -2.96820 -2.79694
H 2.35895 0.39303 -4.15972
H 3.35776 2.53797 -4.84291
H 3.25237 4.48964 -3.33801
H 2.14859 4.31053 -1.13935
H 1.12189 2.17304 -0.44440
C -0.14812 -8.65018 -3.37815
C -0.67279 -7.43037 -2.68512
C -1.20869 -6.36759 -3.39615
C -1.71894 -5.24104 -2.76293
C -2.25697 -4.15373 -3.65193
C -1.69100 -5.18720 -1.35434
Te -3.09638 -3.78744 -0.65626
N -2.21144 -2.11537 0.10078
C -2.89903 -1.06837 0.56925
O -2.04064 -0.11587 1.20956
C -4.30876 -0.62637 0.62103
C -4.60507 0.59996 1.23923
C -5.89924 1.08793 1.25952
C -6.92910 0.36945 0.66424
C -6.65078 -0.84395 0.05655
C -5.35549 -1.33847 0.03235
C -3.94428 -4.54685 1.10678
C -5.19419 -5.13186 0.86624
C -5.74737 -5.43138 -0.50516
C -5.97356 -5.47388 1.96366
C -5.54681 -5.25464 3.26567
C -6.40267 -5.62415 4.43922
C -4.28123 -4.70783 3.45768
C -3.44877 -4.34889 2.40750
C -2.06860 -3.87091 2.77343
C -1.16369 -6.25816 -0.59998
C -1.14129 -6.31603 0.89513
C -0.64345 -7.33800 -1.29592
H -0.12594 -8.52233 -4.45773
H -0.78332 -9.50754 -3.15015
H 0.85648 -8.89558 -3.03425
H -1.22173 -6.40440 -4.47874
H -1.62258 -4.06046 -4.53339
H -2.26987 -3.17480 -3.17176
H -3.26695 -4.37952 -4.00293
H -3.82408 1.16223 1.73118
H -6.10740 2.02711 1.75336
H -7.94094 0.74979 0.68224
H -7.44626 -1.41858 -0.39692
H -5.20637 -2.29389 -0.44604
H -4.99197 -5.51012 -1.29307
H -6.48339 -4.68653 -0.81353
H -6.25270 -6.39585 -0.48679
H -6.93791 -5.93540 1.79086
H -7.36283 -6.02453 4.12457
H -6.58341 -4.75377 5.07026
H -5.90503 -6.37383 5.05486
H -3.91375 -4.57777 4.46906
H -2.12844 -3.02301 3.45002
H -1.45889 -3.57412 1.92761
H -1.54703 -4.66706 3.30674
H -0.73524 -5.40619 1.31923
H -0.52229 -7.14817 1.22341
H -2.14170 -6.47259 1.30079
H -0.22013 -8.15616 -0.72639
O -2.53527 1.48767 -1.07557
H -2.21929 2.05847 -1.79127
H -3.46279 1.70450 -0.90171

2.
This record from the OMol25 dataset describes a cluster of 6 separate species, C56H70N10O2 in total in a non-equilibrium geometry. The level of theory is ωB97M-V/def2-TZVPD.

Results
HOMO-LUMO gap: 4.237 eV
energy above the lowest of the compared OMol25 structures with the same formula, charge and spin: 226.77 kJ/mol
charge: +8
highest occupied orbital energy: -19.99 eV

Atoms and positions in Å:
C -5.62123 3.05619 9.37473
N -5.52206 3.07084 7.91341
C -6.48780 2.37394 7.20569
C -6.40020 2.37219 5.81208
C -5.49783 3.18245 5.13414
C -4.62005 3.93881 5.89941
C -4.57476 3.84533 7.30201
C -5.33360 3.18660 3.64921
C -4.88373 4.36037 2.94345
C -4.46253 4.30728 1.64884
N -4.49482 3.09804 0.93289
C -4.99757 1.95621 1.54606
C -5.35013 1.97257 2.94622
C -3.92558 2.98083 -0.32963
H -5.26498 4.02947 9.71222
H -5.04861 2.21970 9.77534
H -6.56264 2.79386 9.85745
H -7.16450 1.75926 7.78071
H -7.12432 1.74783 5.30986
H -3.79755 4.53628 5.53483
H -3.87770 4.23613 8.02850
H -4.84702 5.32485 3.42803
H -4.16304 5.16685 1.06760
H -4.89874 1.06103 0.95001
H -5.66194 1.06130 3.43485
H -3.06032 2.36496 -0.08439
H -3.67596 4.00144 -0.61973
H -4.56720 2.48733 -1.05962
C -2.67338 -7.65531 -7.98580
N -1.82831 -7.46900 -6.81575
C -1.63743 -8.52676 -5.99871
C -1.00380 -8.24785 -4.79312
C -0.40566 -7.01217 -4.46759
C -0.73972 -5.92478 -5.27872
C -1.43081 -6.19159 -6.49656
C 0.41394 -6.85738 -3.16805
C 1.48568 -6.02762 -3.21770
C 2.36004 -5.85597 -2.08058
N 2.03582 -6.55317 -0.95634
C 0.97943 -7.36535 -0.93067
C 0.02503 -7.39173 -1.94912
C 3.05250 -6.43819 0.17040
H -2.19119 -8.22482 -8.78031
H -2.98805 -6.67070 -8.33168
H -3.58509 -8.17497 -7.69113
H -1.86415 -9.45417 -6.50361
H -0.73379 -9.05529 -4.12864
H -0.44274 -4.92439 -5.00046
H -1.77152 -5.34681 -7.07679
H 1.76242 -5.63862 -4.18646
H 3.21574 -5.20002 -2.01807
H 0.84205 -7.81613 0.04109
H -0.81971 -8.05682 -1.84684
H 4.06280 -6.33444 -0.22536
H 2.95885 -7.40639 0.66224
H 2.71061 -5.62766 0.81403
C 7.28494 4.82216 5.35457
N 6.21367 3.80138 5.34372
C 4.91268 4.19934 5.41598
C 3.91533 3.32075 5.58943
C 4.18874 1.93150 5.57501
C 5.51764 1.47667 5.33641
C 6.52984 2.48468 5.17924
C 2.98777 0.95548 5.56069
C 3.13545 -0.31892 5.05234
C 2.09320 -1.25499 5.14585
N 0.88877 -0.89251 5.59195
C 0.66877 0.29396 6.10012
C 1.69807 1.20419 6.21031
C -0.22899 -1.82667 5.41035
H 7.95377 4.62065 6.19133
H 6.80352 5.79178 5.48177
H 7.74569 4.69626 4.37480
H 4.68362 5.17796 5.81124
H 2.89650 3.64871 5.73375
H 5.83584 0.44576 5.28775
H 7.56199 2.20319 5.03148
H 4.12134 -0.64804 4.75891
H 2.09721 -2.25948 4.74915
H -0.32256 0.54153 6.44996
H 1.52396 2.20769 6.56958
H -0.28760 -2.41965 6.32306
H -0.09430 -2.42057 4.50634
H -1.15384 -1.27495 5.24195
C 5.26509 -0.25819 -5.60164
N 3.70457 -0.27767 -5.91091
C 2.83933 -0.85476 -4.99981
C 1.46222 -0.73453 -5.36537
C 1.01363 -0.18927 -6.60736
C 1.99958 0.35581 -7.40588
C 3.31627 0.33149 -7.00088
C -0.33540 -0.35272 -7.18857
C -0.59892 -0.98760 -8.43776
C -1.88141 -0.88522 -9.01509
N -2.87202 -0.25576 -8.37023
C -2.72424 0.13339 -7.12731
C -1.48219 0.12670 -6.47642
C -4.25141 -0.10214 -8.94683
H 5.73134 -0.81960 -6.41130
H 5.55399 -0.83306 -4.72177
H 5.54956 0.78231 -5.44505
H 3.37952 -1.30792 -4.18174
H 0.73785 -1.23306 -4.73835
H 1.78924 0.87182 -8.33102
H 4.12419 0.81544 -7.52952
H 0.13338 -1.56122 -8.98648
H -2.13035 -1.40354 -9.92929
H -3.61612 0.47644 -6.62404
H -1.42780 0.65451 -5.53575
H -5.06250 0.37819 -8.39953
H -4.56473 -1.14212 -9.03831
H -4.09783 0.40637 -9.89863
C 2.82186 3.63525 -0.70064
C 2.54839 3.05560 0.66298
N 1.82073 4.01464 1.44563
C 0.53835 3.86634 2.00355
C 0.22002 5.07580 2.67443
N 1.22714 6.00558 2.35977
C 2.21552 5.32356 1.73391
C 1.22099 7.45385 2.64982
H 3.00990 2.82209 -1.40171
H 3.68483 4.29526 -0.78881
H 1.94682 3.97591 -1.25414
H 3.41860 2.81570 1.27394
H 1.93478 2.16093 0.55736
H -0.06628 2.97201 1.97205
H -0.65611 5.37633 3.22984
H 3.11832 5.75022 1.32242
H 0.73800 7.84434 1.75409
H 2.17977 7.97156 2.67836
H 0.55056 7.67748 3.47965
C -0.02932 -2.66790 0.38054
C -1.03382 -1.64351 0.28355
O -1.39010 -1.26285 -0.82485
O -1.28215 -0.97030 1.28056
H 0.99203 -2.60236 0.00549
H -0.43842 -3.52381 -0.15625
H 0.08109 -3.10767 1.37176

3.
This record from the OMol25 dataset describes a cluster of 3 separate species, C56H70N3O6SSi in total in a non-equilibrium geometry. The level of theory is ωB97M-V/def2-TZVPD.

Results
HOMO-LUMO gap: 6.833 eV
charge: +1
highest occupied orbital energy: -10.61 eV

Atoms and positions in Å:
C 7.02087 -1.48436 -0.18768
C 6.16659 -0.42328 0.49956
C 5.50951 0.53495 -0.50731
C 5.18667 1.93086 0.05812
C 3.69244 2.16079 0.29364
C 2.86488 2.16177 -1.01078
C 1.81323 3.28174 -1.10042
C 0.40205 2.81754 -0.73746
C -0.66782 3.88025 -0.99161
C -2.06353 3.27940 -1.04456
C -3.17890 4.29834 -1.40099
C -4.36891 4.15175 -0.51494
C -4.37104 4.73259 0.78282
S -3.04300 5.72697 1.42448
N -5.39040 4.63783 1.59898
N -6.46290 3.94243 1.23508
Si -7.80248 4.08590 2.54820
C -9.31728 4.82396 1.74493
C -8.09889 2.43335 3.35218
C -7.15880 5.27020 3.81950
C -6.53283 3.28986 0.05636
C -7.72215 2.42575 -0.22286
C -7.56404 0.95651 0.24778
C -8.87754 0.28891 0.65001
C -8.66342 -0.90923 1.56350
N -7.76716 -1.90942 0.92703
C -8.41752 -3.07945 0.45008
C -9.33817 -2.87177 -0.72749
O -8.20469 -4.15221 0.95142
C -5.47555 3.41706 -0.85940
C -5.53336 2.65224 -2.15214
O -5.19744 1.33204 -1.81752
C -5.49497 0.36932 -2.82165
C -5.21931 -1.01355 -2.27165
C -5.55336 -2.10527 -3.29074
H 7.91757 -1.04425 -0.62774
H 7.34562 -2.25623 0.51219
H 6.46075 -1.98161 -0.98389
H 5.39819 -0.91823 1.10115
H 6.78920 0.15387 1.18852
H 6.18175 0.62628 -1.36544
H 4.59280 0.06694 -0.87901
H 5.71319 2.05927 1.00826
H 5.55492 2.70911 -0.61660
H 3.32902 1.36585 0.95311
H 3.55303 3.11060 0.81708
H 2.34441 1.20386 -1.09474
H 3.54684 2.24800 -1.85927
H 1.78971 3.69765 -2.11209
H 2.08732 4.09931 -0.42715
H 0.16492 1.91944 -1.31905
H 0.38798 2.55448 0.32542
H -0.45900 4.37128 -1.94873
H -0.59967 4.65593 -0.22182
H -2.05902 2.51392 -1.82535
H -2.31476 2.75686 -0.11595
H -2.78889 5.31339 -1.29725
H -3.46407 4.17370 -2.44326
H -2.25008 4.67937 1.68480
H -9.27008 4.83584 0.65427
H -10.21524 4.27208 2.02831
H -9.41406 5.86408 2.06017
H -8.17076 2.63807 4.42405
H -7.29286 1.71361 3.21414
H -9.04496 1.99594 3.03932
H -6.57672 6.08310 3.38954
H -6.56720 4.76662 4.58318
H -8.04637 5.69979 4.29491
H -8.64612 2.86807 0.15073
H -7.83924 2.38791 -1.30687
H -7.16482 0.41121 -0.60595
H -6.80706 0.85781 1.02983
H -9.40229 -0.05642 -0.24510
H -9.55372 0.99792 1.13745
H -9.63311 -1.35103 1.81452
H -8.20882 -0.60960 2.50911
H -7.10857 -2.25506 1.61727
H -9.44976 -3.81825 -1.25132
H -8.95189 -2.10402 -1.39594
H -10.32666 -2.56534 -0.37426
H -4.82069 3.05986 -2.87784
H -6.51926 2.72285 -2.62808
H -6.54412 0.46930 -3.13742
H -4.86611 0.56220 -3.70193
H -4.16224 -1.06395 -2.00165
H -5.80275 -1.13966 -1.35483
H -4.69456 -2.29968 -3.93429
H -5.80146 -3.03617 -2.78274
H -6.40229 -1.82444 -3.91934
C 0.02239 0.81761 -2.90703
C -1.27065 0.47050 -3.28605
C -1.62575 -0.86170 -3.40716
C -0.68819 -1.85694 -3.15615
C 0.61116 -1.50794 -2.78982
C 0.96123 -0.16897 -2.65992
C 1.65062 -2.55349 -2.54518
O 2.77414 -2.24598 -2.21521
C 1.25228 -3.97814 -2.72664
C 2.20955 -4.96895 -2.55011
C 1.86086 -6.30041 -2.70153
C 0.55399 -6.64921 -3.02362
C -0.40440 -5.66634 -3.20269
C -0.05878 -4.32801 -3.06065
C -1.10044 -3.28847 -3.27755
O -2.24963 -3.57954 -3.53673
H 0.30010 1.86002 -2.81294
H -2.00016 1.24401 -3.49340
H -2.62540 -1.14967 -3.70327
H 1.97279 0.08137 -2.37089
H 3.22042 -4.68229 -2.29578
H 2.60846 -7.07068 -2.56772
H 0.28469 -7.69074 -3.13686
H -1.42387 -5.92140 -3.45628
C 11.13387 -6.41364 2.97574
C 12.07865 -6.53320 3.98919
C 12.77346 -5.41897 4.42748
C 12.53117 -4.17934 3.84874
C 11.59142 -4.06123 2.82314
C 10.89040 -5.18153 2.39367
C 11.33006 -2.75025 2.16290
O 10.50412 -2.64364 1.28136
C 12.12326 -1.57407 2.62289
C 11.93446 -0.34893 1.99493
C 12.65256 0.75870 2.41151
C 13.55849 0.64987 3.46111
C 13.75215 -0.56849 4.08905
C 13.03997 -1.68534 3.66954
C 13.28299 -2.99176 4.34805
O 14.06416 -3.08437 5.26948
H 10.58923 -7.28561 2.63864
H 12.27210 -7.49877 4.43726
H 13.50787 -5.49346 5.21735
H 10.16234 -5.07189 1.60197
H 11.22441 -0.28127 1.18237
H 12.50832 1.71095 1.91841
H 14.11586 1.51800 3.78703
H 14.45456 -0.67162 4.90441